Here is a cluster of 14 separate species, C76H106B7F28N12 in total at a distorted geometry from OMol25. Energies are from the ωB97M-V functional and the def2-TZVPD basis.

Structure (XYZ):
```
229
Properties=species:S:1:pos:R:3:forces:R:3:lowdin_charge:R:1
C 6.700934 0.552436 6.085419 -0.7285 1.5697 -0.3227 -0.07
C 7.071277 1.313533 4.801511 1.6645 0.3753 -0.7174 -0.21
C 5.954445 1.889911 3.945220 -1.0613 0.7635 -0.2213 -0.10
N 6.442435 2.796339 2.794966 1.4840 -0.0894 0.4070 -0.26
C 7.303247 3.938466 3.274124 -0.0170 -0.0687 -0.7988 0.03
C 5.311016 3.345616 1.984504 -1.0487 0.2219 0.4589 -0.13
C 5.846398 3.748494 0.622926 0.7352 -0.6305 -0.9854 -0.12
C 7.120729 2.822602 0.433930 -0.8634 -0.0678 -0.1666 -0.11
C 7.237634 2.041540 1.750935 1.4343 0.6229 -0.2347 -0.10
H 6.014118 -0.244068 5.898527 -0.5310 -0.5654 -0.3425 0.06
H 6.220618 1.225128 6.797377 -0.0233 -0.0018 0.0699 0.08
H 7.544730 0.127721 6.576974 0.8507 -0.1690 0.1412 0.07
H 7.631565 0.619188 4.164589 -0.0667 -0.0283 -0.0282 0.11
H 7.821041 2.149796 4.966130 -0.9343 -1.0121 0.4326 0.12
H 5.275487 2.554364 4.521894 0.3816 -0.3829 -0.1324 0.14
H 5.327185 1.144393 3.427032 0.3878 0.0615 0.3944 0.12
H 8.278905 3.647018 3.660560 -0.3216 -0.3170 -0.0085 0.11
H 6.756415 4.516868 3.984759 -0.3659 0.2645 0.6467 0.11
H 7.475727 4.562179 2.403394 0.1052 0.1080 -0.0534 0.10
H 4.805056 4.179484 2.511963 0.3909 -0.5470 -0.0392 0.14
H 4.632988 2.492809 1.934051 -0.2184 0.1505 -0.3203 0.13
H 6.147673 4.808402 0.555615 -0.2428 -0.4652 0.2080 0.11
H 5.107456 3.564809 -0.188036 0.3843 0.1228 0.7073 0.13
H 7.979266 3.423582 0.121431 -0.0049 -0.2166 0.4225 0.12
H 6.991301 2.016736 -0.303241 -0.2016 0.6581 -0.1394 0.11
H 8.296777 1.950683 2.052564 -0.6393 -0.0381 0.2065 0.15
H 6.836915 1.061073 1.592535 -0.3815 -0.4028 0.3733 0.09
C 6.990215 -4.532410 3.700681 2.0449 0.5269 0.6939 -0.11
C 5.625163 -5.039059 4.100605 -1.1676 0.2303 -1.5108 -0.20
C 4.618639 -3.991891 3.523291 0.3703 -0.5189 -0.0910 -0.12
N 3.169975 -4.169284 3.881416 0.2184 0.3335 -1.2139 -0.27
C 2.995572 -3.949811 5.293209 0.3576 0.9453 1.9318 -0.01
C 2.597810 -5.487982 3.355312 0.2287 -0.4022 0.3945 -0.05
C 2.095136 -5.237661 1.942843 -0.8597 -1.1266 0.9715 -0.14
C 2.144862 -3.793811 1.801694 -1.6677 3.0763 -0.6516 -0.19
C 2.320398 -3.133141 3.164936 1.0866 -0.3378 -1.9484 -0.08
H 7.235639 -4.441218 2.625248 -0.5165 -0.7421 0.3789 0.09
H 7.800051 -5.093778 4.234877 -0.6773 0.2102 -0.7594 0.10
H 7.176045 -3.494945 4.015134 -0.3880 -0.1074 0.3137 0.07
H 5.492944 -5.155044 5.176398 0.2373 0.1147 -0.0165 0.11
H 5.458415 -6.029170 3.625527 0.0201 0.4994 0.3718 0.12
H 4.641093 -3.949916 2.432033 0.3094 -0.1173 0.0693 0.13
H 4.889446 -3.002606 3.892089 -0.0249 0.0151 -0.0696 0.13
H 3.312748 -4.819894 5.847454 -0.2077 -0.2535 0.2537 0.11
H 1.970298 -3.622602 5.497421 0.2393 -0.5331 0.1424 0.11
H 3.649603 -3.101241 5.621548 -0.5606 -0.6794 -0.4093 0.14
H 1.794149 -5.707925 4.044084 -0.1693 -0.2987 0.0890 0.14
H 3.324652 -6.308292 3.334491 0.0107 0.4892 0.6458 0.13
H 1.050774 -5.551376 1.843349 0.3735 -0.4580 0.0261 0.13
H 2.708173 -5.708486 1.211284 0.3014 -0.6431 -0.5229 0.12
H 1.221657 -3.414001 1.333272 0.1612 0.0276 0.2289 0.13
H 2.896586 -3.472998 1.136063 1.2069 0.3056 -0.6063 0.07
H 1.407886 -3.041724 3.714293 -0.2637 -0.0849 -0.0020 0.11
H 2.812490 -2.130768 3.034449 -0.2379 -1.1352 0.7132 0.15
C 0.212487 4.926013 4.080096 -0.0368 -0.3201 -0.7993 0.06
N -0.100408 5.290385 2.655811 0.9150 -0.8750 -1.1555 -0.04
C -0.214519 4.350221 1.627808 -0.8392 1.2103 2.5711 0.04
C -0.729114 4.720397 0.432338 0.9076 0.6309 -0.7642 0.06
C -0.849439 6.091111 0.092378 0.4762 -1.2576 0.1921 -0.07
C -0.573399 7.012576 1.098251 -0.4950 -1.1223 -0.9673 0.06
C -0.226246 6.580781 2.354826 -0.3932 -0.3157 0.4374 0.00
C -1.182578 6.413199 -1.340784 0.1885 0.6650 1.9827 -0.12
C -2.317011 7.149290 -1.563092 -0.6916 0.3930 -1.8128 0.05
C -2.662553 7.374798 -2.883578 2.9183 -0.9860 -0.7506 0.04
N -1.839650 6.994526 -3.924274 -0.9162 -0.5509 1.1364 -0.04
C -0.729565 6.293770 -3.663708 -0.2265 1.2371 0.2189 0.03
C -0.356193 6.053992 -2.376598 0.1377 -0.5949 0.3108 0.05
C -2.334678 7.101780 -5.317797 -1.2640 -0.2171 0.3514 0.05
H -0.725215 4.542241 4.490213 0.4433 -0.1387 0.1733 0.07
H 0.525727 5.830389 4.583166 -0.0731 0.1497 0.0851 0.10
H 1.047799 4.208086 4.127482 -0.5773 0.1001 -0.1976 0.11
H -0.030311 3.331601 1.906425 0.1046 -0.2813 0.1135 0.13
H -0.807505 3.935288 -0.296829 -0.2519 -0.0423 -0.4641 0.10
H -0.692066 8.027711 0.879826 0.0874 1.4981 -0.0121 0.12
H -0.081442 7.233104 3.192081 0.0023 0.4853 0.0565 0.15
H -2.979606 7.525046 -0.812462 -0.1812 -0.0986 0.4327 0.14
H -3.501201 7.829421 -3.243912 -2.3018 1.2627 -0.2946 0.12
H -0.086951 6.083504 -4.473092 0.4061 -0.5341 -0.8078 0.14
H 0.543548 5.493592 -2.239661 0.2244 -0.0041 0.3024 0.12
H -3.127197 6.344847 -5.429972 0.2160 0.1842 0.0960 0.11
H -1.572271 6.854261 -6.041253 0.3726 0.3316 0.0797 0.10
H -2.805997 8.080607 -5.465237 0.4847 -0.1796 -0.0877 0.12
C -5.502736 3.082486 1.659965 1.9438 -2.2207 0.3787 0.11
N -4.096106 2.527032 1.294675 -1.0725 0.5137 1.3332 -0.01
C -3.281041 2.084776 2.247285 0.6811 -1.1237 -0.6498 -0.02
C -2.120888 1.377648 1.959854 -0.8077 0.4929 0.1832 0.05
C -1.814419 1.182803 0.626522 1.5417 -0.1220 -0.4130 -0.11
C -2.608290 1.771547 -0.351496 0.7421 -0.1722 -0.7676 0.01
C -3.710772 2.441325 0.025358 -2.3246 0.6772 -0.8725 -0.01
C -0.570273 0.477869 0.172566 0.2082 -0.3213 -0.0072 -0.08
C -0.599642 -0.092756 -1.114373 0.1930 0.0486 0.4381 0.05
C 0.525629 -0.771159 -1.543251 -0.2683 -0.0101 0.4552 0.02
N 1.601273 -0.920693 -0.751512 -0.4302 0.9125 0.7994 -0.06
C 1.670905 -0.370972 0.491129 -0.2166 0.2346 -0.3443 0.02
C 0.611412 0.379741 0.978662 -0.8685 -0.6524 -0.2670 0.07
C 2.790881 -1.594976 -1.246249 0.1102 -0.0511 -0.4112 0.04
H -5.615952 3.939866 1.064153 -0.4152 1.2648 -0.3550 0.09
H -5.508962 3.201016 2.747215 0.0260 0.5232 -0.3681 0.09
H -6.211571 2.296635 1.393727 0.0865 0.1206 -0.1877 0.10
H -3.527139 2.172815 3.257390 -0.7736 0.4984 1.2783 0.10
H -1.585813 1.001125 2.826874 0.2785 -0.1215 -0.3880 0.11
H -2.383574 1.787651 -1.423900 0.0776 -0.1150 0.6005 0.13
H -4.406748 2.877708 -0.699973 0.4156 -0.1918 0.2215 0.14
H -1.476718 -0.013138 -1.789577 0.7988 -0.1974 0.7184 0.14
H 0.555863 -1.262170 -2.496284 0.0432 -0.0396 -0.3167 0.12
H 2.626673 -0.574777 0.994300 -0.5743 0.3482 0.0604 0.13
H 0.633423 0.756836 2.016899 0.0524 -0.1698 -0.7175 0.11
H 3.241793 -2.205115 -0.465341 -0.3516 -0.0657 -0.3446 0.07
H 3.547311 -0.851408 -1.507372 -0.1453 -0.0497 -0.1475 0.11
H 2.437658 -2.147933 -2.107796 0.4809 -0.3474 -0.1400 0.10
C -2.426661 4.932495 10.592430 -0.6139 -0.3468 -0.9214 0.08
N -2.924824 3.872158 9.654795 1.0343 -0.5239 -0.8714 -0.07
C -2.156513 3.401579 8.679961 1.7640 -0.4029 -1.7326 0.03
C -2.539617 2.406276 7.767147 0.2907 1.1201 0.6016 0.05
C -3.812952 1.947840 7.902581 -2.0927 -2.7251 -1.7409 -0.11
C -4.618645 2.370628 8.935767 -1.4723 0.8166 0.3280 0.05
C -4.145179 3.351765 9.750128 -0.5415 0.5272 2.0718 -0.01
C -4.346230 0.857270 6.903316 2.2101 0.7891 0.8657 -0.06
C -3.356506 -0.066684 6.454790 -0.6994 1.1716 0.8371 0.05
C -3.691712 -1.013383 5.553668 -1.1231 0.1248 -0.5219 0.03
N -4.957685 -1.021334 5.041307 1.0644 0.0211 0.0797 -0.06
C -5.876514 -0.130336 5.412629 1.4142 0.0132 1.4924 0.02
C -5.633797 0.810308 6.400550 0.2529 0.8763 -0.1966 0.06
C -5.326315 -1.986396 4.007118 0.3542 -1.3777 -0.4852 0.03
H -2.253503 4.477976 11.556894 -0.0320 0.0327 0.2464 0.11
H -3.242992 5.651359 10.589391 0.3510 0.3126 0.4224 0.12
H -1.505025 5.349645 10.180652 -0.2975 -0.0353 0.1161 0.11
H -1.170704 3.837620 8.531711 -0.2239 0.0857 0.3923 0.15
H -1.941041 2.070764 6.918768 0.2065 0.4884 0.4887 0.13
H -5.686430 2.120809 9.104473 0.9985 -0.3267 -0.3374 0.16
H -4.662522 3.727018 10.625782 -0.5063 -0.0959 -0.2729 0.16
H -2.319397 -0.023067 6.765674 -0.1314 -0.0646 0.1540 0.11
H -2.966630 -1.711356 5.200150 0.1560 -0.4423 -0.4443 0.14
H -6.792680 -0.280425 4.970651 -2.0026 0.0862 -0.9663 0.13
H -6.353476 1.615384 6.636927 0.2778 -0.8494 -0.1283 0.15
H -5.660757 -2.923321 4.485723 0.0036 0.4616 -0.0876 0.12
H -4.455391 -2.260554 3.363285 -0.7403 0.6663 0.4626 0.12
H -6.139328 -1.558232 3.425955 0.2302 -0.1707 -0.2076 0.10
C 2.551562 -1.772441 -6.445249 -0.7049 0.0267 2.0469 0.01
N 2.745338 -2.941435 -7.263057 0.4081 -1.2388 -2.2208 -0.07
C 3.141373 -4.144974 -6.758258 -0.4411 -0.1837 -1.1726 0.05
C 3.314426 -5.270776 -7.603984 -0.6006 1.5208 -1.4077 0.08
C 3.067756 -5.177537 -9.008111 -0.1520 1.4287 2.0917 -0.09
C 2.641110 -3.888202 -9.458582 0.7392 -0.4437 0.0332 0.05
C 2.522739 -2.778130 -8.627646 0.6853 -1.9505 1.1581 0.05
C 3.221174 -6.363773 -9.909203 -0.6265 0.9943 -0.3542 -0.13
C 2.254242 -6.638561 -10.863981 0.0083 -0.7838 -0.1912 0.07
C 2.416470 -7.821286 -11.615091 -1.1661 0.6265 0.0804 0.04
N 3.400246 -8.694772 -11.376413 1.4020 1.0689 -0.0149 -0.07
C 4.438451 -8.354829 -10.544972 -3.3775 1.0383 -0.9009 0.04
C 4.322690 -7.200842 -9.859883 1.4557 0.1015 2.6831 0.03
C 3.604660 -9.856852 -12.205322 -0.3088 -1.0836 -2.0217 0.02
H 1.571420 -1.350333 -6.662946 -0.0862 -0.2058 0.2708 0.12
H 3.262526 -0.999874 -6.618813 0.9034 0.3371 -0.4568 0.11
H 2.621621 -2.092797 -5.384975 -0.2952 0.4261 -0.7819 0.11
H 3.254942 -4.231804 -5.679194 -0.0374 0.2329 -0.3203 0.15
H 3.598262 -6.212266 -7.203521 0.2360 -0.4891 0.5962 0.12
H 2.558487 -3.746917 -10.521194 -0.3026 0.2191 -0.2466 0.13
H 2.319514 -1.774215 -8.988595 -0.1205 -0.2348 0.1669 0.16
H 1.346225 -6.022328 -10.960446 0.6150 -0.4366 -0.2184 0.15
H 1.685780 -8.051899 -12.406144 0.5012 -0.2206 0.5147 0.17
H 5.217609 -9.004223 -10.390992 1.5968 -1.6187 0.0253 0.13
H 5.078420 -7.116303 -9.053940 -0.3633 0.5906 -0.7488 0.16
H 2.665673 -10.226116 -12.654475 0.2828 0.0366 0.7745 0.12
H 4.176726 -10.638580 -11.709637 -0.3804 0.0758 0.2979 0.12
H 4.187175 -9.576728 -13.088554 0.1478 0.2210 0.1989 0.13
C -7.843024 2.703055 -3.979112 -0.6389 -0.1848 -0.7766 0.04
N -7.189833 1.381379 -3.937614 -0.2152 -0.6883 0.9438 -0.06
C -7.952680 0.280481 -3.687370 0.4315 0.2202 -0.9890 0.03
C -7.451823 -0.995727 -3.863683 0.1696 0.5408 0.8719 0.05
C -6.077531 -1.134307 -4.013908 0.4086 1.4282 -0.7081 -0.13
C -5.299561 0.028296 -4.163942 -0.4838 -0.1408 0.6761 0.07
C -5.857410 1.298647 -4.093491 0.0901 -0.2861 0.0366 0.05
C -5.345910 -2.403615 -3.964191 -0.9775 -0.7649 0.3483 -0.13
C -5.687074 -3.320441 -2.954308 -0.4719 1.0989 0.2231 0.05
C -4.971778 -4.455555 -2.754266 0.7656 0.0210 -0.7784 0.04
N -3.921707 -4.722337 -3.590521 -1.4078 0.9711 0.4619 -0.06
C -3.594692 -3.857338 -4.566094 0.3184 -0.5791 -1.0302 0.02
C -4.336088 -2.729868 -4.830196 0.9414 0.4769 0.0723 0.05
C -3.207786 -5.952628 -3.324355 0.1211 -0.3970 -0.0408 0.04
H -7.834301 3.186472 -3.002273 -0.0503 -0.1183 -0.2197 0.11
H -8.850895 2.509868 -4.395569 0.4512 0.4080 0.5292 0.12
H -7.296008 3.282115 -4.723682 -0.0450 0.1918 0.3376 0.11
H -8.976663 0.468796 -3.403362 -0.0999 0.0286 -0.2486 0.15
H -8.110319 -1.837491 -3.756043 -0.1366 -0.1946 0.1037 0.14
H -4.242802 -0.120979 -4.175177 0.5733 0.3739 -0.1563 0.13
H -5.324703 2.269871 -4.054480 -0.2223 -0.9135 -0.4863 0.13
H -6.451332 -3.001890 -2.258386 0.0153 -0.3807 0.1544 0.13
H -5.116372 -5.167631 -1.949129 -0.2216 0.2567 -0.1650 0.15
H -2.753689 -4.008080 -5.262241 -0.2357 -0.7087 0.9554 0.14
H -3.949383 -2.090283 -5.633606 -0.5313 -0.1826 0.3755 0.15
H -3.539942 -6.323318 -2.348726 0.3636 0.0869 -0.2747 0.11
H -2.177218 -5.644111 -3.317064 0.6190 -0.6860 -0.0122 0.08
H -3.478619 -6.699163 -4.076783 0.3696 0.1633 0.0240 0.12
B -3.298585 4.461700 4.685399 1.0794 -0.2199 0.4019 -1.16
F -2.263121 3.339489 4.843755 -1.3927 0.8270 -0.0951 -0.05
F -3.267117 4.830073 3.332180 -0.0366 -0.2282 0.2168 0.12
F -4.559718 4.001139 5.077402 0.5580 -0.1977 -0.1901 0.12
F -2.841448 5.512682 5.494927 -0.2047 -0.5363 -0.2635 0.11
B -5.054893 -1.009170 -0.222254 0.9064 -0.8994 0.0576 -1.10
F -3.852522 -1.028482 -1.099221 -1.4397 -0.3216 1.0139 0.02
F -5.701485 -2.315727 -0.137704 0.7865 1.3802 -0.5356 0.04
F -4.642413 -0.697744 1.115739 -0.2172 0.1996 -0.8539 0.07
F -5.915279 -0.051361 -0.758774 0.0111 -0.1848 0.2477 0.11
B 0.289266 2.687358 -2.960996 -1.8062 0.4173 0.2844 -1.13
F 0.876089 3.947279 -3.283260 -0.2026 -1.1431 0.2191 0.07
F -0.951433 2.516032 -3.665670 1.2432 0.1722 0.4681 0.07
F 1.164146 1.673430 -3.198003 0.4619 -0.5458 -0.0828 0.16
F -0.110416 2.624258 -1.511386 0.8038 0.5388 -1.2379 0.00
B 5.479780 -0.955573 0.902291 -0.3772 0.2670 -1.2121 -1.23
F 4.683351 -0.403136 1.974896 0.3243 -0.4205 -0.4182 0.05
F 5.429998 -0.039180 -0.203448 -0.4503 -0.2121 0.5814 0.07
F 6.792789 -1.117794 1.227871 0.4100 -0.0813 0.8017 0.16
F 4.927232 -2.200532 0.481932 0.0962 0.3182 0.6675 0.07
B -0.148671 -3.699959 -4.365817 0.0566 0.2702 -0.0960 -1.14
F 1.249534 -3.658888 -4.721212 -0.6395 0.0408 0.6209 0.05
F -0.824387 -4.079804 -5.558747 0.1213 -0.0254 0.4664 0.07
F -0.369824 -4.628940 -3.314407 0.1852 0.7092 -0.8138 0.09
F -0.613391 -2.398103 -3.974256 0.5236 -1.0151 -0.2425 0.07
B -4.534683 4.407494 -2.964784 -0.1132 -1.4121 -0.1317 -1.33
F -3.400477 3.728719 -2.484332 0.5811 0.2784 -0.4066 0.12
F -4.647569 4.324034 -4.370531 0.5508 0.5392 0.0934 0.10
F -5.623459 3.688065 -2.477363 -1.2355 -0.8176 0.7098 0.10
F -4.605598 5.647041 -2.419879 0.2059 1.5420 -0.1112 0.18
B 0.087017 -0.606295 4.727744 -0.3359 -0.0406 0.1104 -1.09
F 1.277032 -1.383587 4.656205 -1.2850 0.9276 0.2545 0.07
F -1.001608 -1.140625 3.867817 1.4404 0.4888 1.0882 0.01
F -0.357581 -0.601745 6.089933 0.0305 0.1074 -1.1008 0.07
F 0.386621 0.712233 4.281920 -0.3528 -0.5953 0.1579 0.07
```
Positions in Å, forces in eV/Å.

Calculated values
HOMO-LUMO gap	7.382	eV
electronic energy	-179239.4413	eV
M	1795.4	u
net charge	+5
LUMO	-10.00	eV
HOMO level	-17.38	eV